# 1
The following is a DFT calculation (ωB97M-V/def2-TZVPD) of the molecule C5H4O.

```
10
Properties=species:S:1:pos:R:3:forces:R:3
C -0.2655 -0.3198 0.2392 0.1 7.1 1.5
C 1.0696 0.1707 0.8018 5.0 2.0 6.1
C 1.9270 0.5060 1.7578 -8.1 -3.3 -8.3
C -0.8984 0.4326 -0.8461 1.1 1.8 1.7
C -1.4768 1.0927 -1.6355 -1.8 0.8 -2.8
H 0.4224 -1.9386 -0.0175 1.6 -2.0 0.7
H -0.8824 -0.0553 1.1074 -0.5 -1.1 0.4
H 2.7217 0.9053 2.2228 2.4 1.1 1.5
H -2.0472 1.4057 -2.5153 0.6 0.0 1.0
O -0.2937 -1.4513 -0.3376 -0.5 -6.4 -1.7
```
Forces are in eV/Å.

Relative energy (zero: lowest compared OMol25 entry of this formula, charge and spin): 4.945 eV
E_HOMO: -0.3647 Ha
SMILES string: C#CC(O)C#C

# 2
The following is a DFT calculation (ωB97M-V/def2-TZVPD) of C6H4N5O5Sr as an isolated structure.

```
21
Properties=species:S:1:pos:R:3:forces:R:3
O -0.3316 0.0831 -4.8814 0.5 0.4 3.3
C -0.1468 0.2225 -3.7549 -1.9 -0.3 -4.0
Sr 0.3890 0.2695 -0.5811 -0.9 -0.8 -0.4
O 2.7090 -0.1866 -3.8169 -2.9 0.5 2.6
C 1.9309 -0.0429 -2.9747 4.5 -0.7 -2.0
C -2.3825 -0.3000 -1.9508 -2.7 0.4 1.7
O -2.9276 0.0204 -0.8573 2.1 -0.5 -3.0
C -1.1511 -1.5445 -1.7339 1.1 0.6 0.3
O -1.3430 -2.5534 -2.3220 -0.6 0.3 -0.2
C -1.0300 2.2118 -1.9147 -2.3 3.6 -2.0
O -1.6397 3.0062 -2.4901 2.2 -3.0 2.1
H -2.9495 -0.0111 -2.9530 0.8 -0.5 1.4
N 2.0301 1.0111 4.1733 -0.6 -1.2 0.5
N 1.1365 0.2392 3.4425 0.1 -1.2 0.4
N 0.6734 -0.9663 3.9558 0.8 2.3 -2.7
C 0.2077 -1.4857 2.8019 -0.1 0.2 1.5
N 0.3305 -0.7239 1.7283 0.7 1.5 1.0
N 0.9502 0.4252 2.1772 -0.4 -1.6 0.2
H 1.9748 1.9917 3.9450 -0.3 0.1 0.1
H 1.8566 0.7515 5.1529 0.2 0.6 -0.4
H -0.2868 -2.4181 2.8540 -0.3 -0.8 -0.4
```
Forces are in eV/Å.

Relative energy (zero: lowest compared OMol25 entry of this formula, charge and spin): 1.004 eV
E_HOMO (spin up / spin down): -0.3717 / -0.3717 Ha
Total charge: +1

# 3
The following is a DFT calculation (ωB97M-V/def2-TZVPD) of a 2-piece molecular cluster, C12H17N overall.

```
30
Properties=species:S:1:pos:R:3:forces:R:3
C -0.6087 2.1974 -2.5221 -0.2 0.4 -0.1
C -1.6914 1.5393 -1.6383 1.2 -0.4 -0.8
H -0.5148 1.8501 -3.5505 -0.2 -0.5 0.0
H -0.8011 3.2594 -2.6420 0.1 0.4 0.3
H 0.3608 2.0657 -2.0410 0.0 0.0 -0.1
H -1.2455 1.5669 -0.6485 -0.7 0.0 0.4
H -1.7459 0.4849 -1.9153 -0.2 0.0 0.2
H -2.6819 1.9819 -1.7121 0.1 0.1 0.1
C -0.7826 0.3303 2.3925 -0.1 -1.5 -1.1
C -1.4526 -0.5341 3.4954 1.0 1.4 0.6
C -0.4668 -0.4896 1.1526 -0.2 -0.6 0.1
C -1.2210 -1.5315 0.6229 -0.2 0.5 -0.1
C 0.7437 -0.4504 0.4234 0.6 0.2 0.0
C 0.7273 -1.4871 -0.5442 -0.7 0.1 0.1
C 1.9461 0.3387 0.4724 0.7 0.5 -0.1
C 1.7934 -1.8141 -1.3617 0.1 0.2 -1.1
C 2.9358 0.1320 -0.5003 0.5 -0.7 -0.2
C 2.9064 -0.9065 -1.4245 -0.7 0.1 0.5
N -0.5124 -2.1150 -0.4443 0.3 0.1 0.4
H -1.4507 1.1471 2.1072 0.2 0.3 0.2
H 0.1935 0.6911 2.7060 -0.2 0.4 0.3
H -1.3554 -1.6025 3.3553 -0.4 -0.1 -0.4
H -2.1912 -1.9083 0.8799 -0.2 0.0 0.1
H -1.0110 -2.4413 -1.2507 0.2 -0.2 -0.1
H 2.2251 1.1105 1.1877 -0.7 -0.1 0.2
H 1.6835 -2.5678 -2.1355 0.0 -0.2 0.1
H 3.8561 0.7099 -0.4422 -0.2 0.3 0.0
H 3.6920 -1.0798 -2.1487 0.1 0.1 0.1
H -2.4481 -0.1655 3.7303 -0.3 -0.5 -0.2
H -0.8823 -0.3117 4.3963 0.0 -0.1 0.4
```
Forces are in eV/Å.

Relative energy (zero: lowest compared OMol25 entry of this formula, charge and spin): 0.500 eV
E_HOMO (spin up / spin down): 0.0202 / -0.1048 Ha
2S+1: 2
Total charge: -1
<S²>: 0.773

# 4
The following is a DFT calculation (ωB97M-V/def2-TZVPD) of an isolated ion of composition C4H13N2O and charge +1.

```
20
Properties=species:S:1:pos:R:3:forces:R:3
N 0.2234 1.9302 0.3321 0.1 -1.3 -0.5
C 0.6102 1.3619 -1.0181 0.3 -0.2 -0.1
C 1.4349 0.0728 -0.8859 -1.2 -0.4 -0.5
N 0.9195 -0.8404 0.1197 0.7 0.7 0.7
C -0.3445 -1.5005 -0.1706 0.2 -0.5 0.9
C -1.3244 -1.3928 0.9759 -0.7 0.2 -1.7
O -1.9574 -0.1079 0.9417 0.6 0.3 0.3
H 0.9953 1.8687 1.0005 -0.1 -0.1 -0.1
H -0.0005 2.8893 0.1619 -0.5 0.8 0.4
H -0.5813 1.3618 0.7010 0.3 0.3 -0.1
H 1.2192 2.0741 -1.5573 0.2 0.4 0.2
H -0.2952 1.2971 -1.6260 -0.1 -0.4 0.4
H 2.4736 0.3426 -0.7103 0.0 -0.2 0.2
H 1.3330 -0.4087 -1.8631 0.5 0.2 -0.3
H 1.6524 -1.4781 0.4253 -0.4 0.2 -0.1
H -0.2106 -2.5781 -0.2579 0.2 -0.1 -0.6
H -0.7745 -1.0907 -1.0743 -0.2 -0.1 -0.3
H -2.0745 -2.1612 0.8660 -0.5 -0.2 -0.2
H -0.8388 -1.5966 1.8835 0.9 0.1 1.4
H -2.4598 -0.0435 1.7558 -0.3 0.3 0.1
```
Forces are in eV/Å.

Relative energy (zero: lowest compared OMol25 entry of this formula, charge and spin): 1.673 eV
E_HOMO: -0.4774 Ha
Total charge: +1
SMILES string: [NH3+]CCNCCO

# 5
The following is a DFT calculation (ωB97M-V/def2-TZVPD) of a 2-piece molecular cluster, C4H8N2O2 overall.

```
16
Properties=species:S:1:pos:R:3:forces:R:3
C 2.1784 -0.6257 -0.0668 -1.2 4.7 -2.2
C 0.7010 -0.1967 -0.4242 5.0 -12.5 0.2
C -1.9365 0.4576 -0.2009 4.6 0.4 1.5
C -1.3068 -0.9198 0.2383 -0.9 -3.4 2.9
H 2.1512 1.4612 0.6288 3.1 -3.8 -3.7
H 2.1895 -1.0097 0.9010 0.1 -0.9 1.6
H 2.4655 -1.3403 -0.8246 0.8 0.1 -0.1
H -0.7577 2.4393 0.2052 -0.9 -2.5 -0.9
H -2.1700 -0.0245 -1.0674 -1.4 0.8 -3.7
H -2.7372 0.8651 0.3469 -1.1 -0.2 0.8
H -2.2881 -1.6302 0.0696 2.9 1.1 0.4
H -0.9233 -1.0496 1.3259 -1.1 0.5 -1.6
N 0.3686 0.8874 -0.2517 -2.6 10.0 1.0
N -0.8345 1.4953 -0.3009 -0.8 0.1 0.2
O 2.9056 0.6832 -0.1074 -2.7 0.9 3.3
O -0.0058 -1.4926 -0.4720 -3.6 4.7 0.2
```
Forces are in eV/Å.

Relative energy (zero: lowest compared OMol25 entry of this formula, charge and spin): 7.895 eV
E_HOMO: -0.3351 Ha

# 6
The following is a DFT calculation (ωB97M-V/def2-TZVPD) of C2H4O4 as an isolated structure.

```
10
Properties=species:S:1:pos:R:3:forces:R:3
O -2.4781 0.8068 -0.6185 -0.2 -0.1 -0.1
C -2.0440 0.0436 0.1953 0.5 0.2 0.7
O -0.9148 0.2184 0.9107 -0.5 -0.4 -0.8
H -2.5461 -0.8971 0.4796 -0.3 0.0 -0.1
H -0.1890 0.0719 0.2147 0.3 0.0 0.0
O 2.2311 -0.5432 1.0467 -0.6 -0.2 0.0
C 2.0247 0.1749 0.0785 0.8 0.8 -0.7
O 0.7222 -0.2218 -1.1104 0.7 -0.1 1.1
H 1.8318 1.2625 0.1038 -0.1 -0.1 0.3
H 1.3621 -0.9159 -1.3004 -0.6 -0.3 -0.4
```
Forces are in eV/Å.

Relative energy (zero: lowest compared OMol25 entry of this formula, charge and spin): 0.896 eV
E_HOMO (spin up / spin down): -0.0578 / -0.1769 Ha
2S+1: 2
Total charge: -1
<S²>: 0.753